(1)
The following is a DFT calculation (the ωB97M-V functional and the def2-TZVPD basis) of C6H11F3OSi in the gas phase.

The HOMO-LUMO gap comes out at 10.090 eV. As for the SMILES: C=C[Si@@](C)(O)C(F)(F)[C@H](C)F.

CARTESIAN COORDINATES (ANGSTROEM)
C (-2.617, 0.379, -0.069)
C (-1.733, 0.428, -1.034)
Si (-0.171, -0.703, -1.009)
C (-0.280, -2.337, -0.087)
O (0.153, -1.247, -2.501)
C (1.629, 0.570, -0.353)
F (1.685, 1.857, -1.041)
F (2.739, -0.072, -0.738)
C (1.720, 0.740, 1.276)
C (0.390, 1.496, 1.685)
F (2.815, 1.476, 1.589)
H (-3.603, 0.808, -0.235)
H (-2.574, -0.414, 0.608)
H (-1.992, 0.907, -2.059)
H (-1.088, -2.367, 0.650)
H (-0.330, -3.189, -0.725)
H (0.759, -2.395, 0.316)
H (0.272, -0.679, -3.252)
H (1.939, -0.332, 1.553)
H (0.160, 1.364, 2.720)
H (0.588, 2.541, 1.637)
H (-0.460, 1.167, 1.071)

Atom charges from the Löwdin analysis, given in e for atoms 1 to 5:
1. C -0.09
2. C -0.22
3. Si 0.61
4. C -0.14
5. O -0.14

***

(2)
The following is a DFT calculation (the ωB97M-V functional and the def2-TZVPD basis) of a molecular structure, C14H27OTl.

The HOMO-LUMO gap (spin up / spin down) comes out at 6.101 / 5.994 eV. As for the total charge: +2.

CARTESIAN COORDINATES (ANGSTROEM)
C (-1.855, -2.362, 1.288)
H (-2.925, -2.183, 1.154)
H (-1.573, -2.920, 0.381)
H (-2.823, 0.484, 0.896)
C (-1.470, -2.623, 2.776)
H (-0.359, -2.611, 2.903)
H (-1.892, -1.828, 3.440)
C (-1.987, -3.983, 3.285)
H (-1.560, -4.178, 4.273)
H (-3.093, -4.006, 3.421)
H (-1.693, -4.801, 2.639)
C (1.886, 0.669, -1.350)
C (2.431, -0.330, -0.499)
C (1.819, -1.564, -0.853)
C (0.903, -1.313, -1.897)
C (0.953, 0.052, -2.206)
C (0.175, 0.756, -3.270)
C (0.059, -2.354, -2.560)
C (2.117, -2.889, -0.255)
C (3.461, -0.119, 0.533)
C (2.272, 2.100, -1.354)
Tl (-1.382, -0.607, 0.698)
H (-0.687, -1.890, -3.213)
H (0.676, -3.017, -3.182)
H (-0.467, -2.984, -1.829)
H (-0.642, 0.125, -3.637)
H (-0.251, 1.692, -2.890)
H (0.812, 1.008, -4.131)
H (2.700, 2.397, -0.391)
H (3.024, 2.317, -2.132)
H (1.397, 2.740, -1.560)
H (3.451, -0.928, 1.270)
H (4.470, -0.079, 0.097)
H (3.294, 0.830, 1.058)
H (1.192, -3.454, -0.033)
H (2.717, -3.511, -0.944)
H (2.685, -2.789, 0.676)
C (-1.144, 3.013, 1.289)
O (-1.331, 2.031, 0.269)
H (-0.094, 2.978, 1.596)
H (-1.781, 2.791, 2.153)
H (-1.382, 4.009, 0.895)
H (-1.769, 2.360, -0.487)

Atom charges from the Löwdin analysis, given in e for atoms 1 to 5:
1. C -0.43
2. H 0.07
3. H 0.04
4. H 0.00
5. C -0.30

***

(3)
The following is a DFT calculation (the ωB97M-V functional and the def2-TZVPD basis) of 4 unconnected molecules or ions with the total composition C28H62BF12N5PS.

The HOMO-LUMO gap comes out at 6.779 eV. As for the total charge: -1.

CARTESIAN COORDINATES (ANGSTROEM)
C (1.565, 0.520, 4.769)
C (0.285, -0.261, 4.642)
N (-0.530, -0.218, 5.623)
C (0.029, -0.984, 3.353)
B (-0.162, -0.019, 2.030)
C (1.171, 0.678, 1.416)
C (2.182, -0.253, 0.729)
C (3.022, 0.487, -0.321)
C (4.483, 0.053, -0.418)
C (4.780, -1.300, -1.016)
F (6.132, -1.463, -1.065)
F (4.280, -2.312, -0.267)
C (4.200, -1.485, -2.455)
F (2.889, -1.712, -2.369)
F (4.393, -0.352, -3.148)
S (4.950, -2.883, -3.538)
F (3.617, -3.735, -3.506)
F (5.471, -3.673, -2.271)
F (6.312, -2.068, -3.615)
F (4.432, -2.151, -4.852)
F (5.605, -3.991, -4.459)
P (-1.370, 1.474, 2.479)
N (-0.657, 2.771, 3.084)
C (-0.915, -0.912, 0.895)
F (-0.825, -0.417, -0.379)
F (-0.459, -2.199, 0.779)
F (-2.265, -1.058, 1.111)
H (1.904, 0.508, 5.804)
H (2.344, 0.131, 4.113)
H (1.364, 1.555, 4.475)
H (-1.366, -0.758, 5.395)
H (0.845, -1.691, 3.160)
H (-0.878, -1.583, 3.493)
H (0.867, 1.449, 0.697)
H (1.687, 1.234, 2.202)
H (2.861, -0.676, 1.478)
H (1.678, -1.102, 0.264)
H (2.537, 0.431, -1.298)
H (3.034, 1.549, -0.064)
H (5.071, 0.774, -0.987)
H (4.913, -0.009, 0.586)
H (-2.375, 0.950, 3.336)
H (-2.169, 1.732, 1.336)
H (-0.933, 3.612, 2.589)
C (4.367, 4.397, 6.618)
C (3.038, 4.983, 6.164)
N (1.920, 4.095, 6.401)
C (0.709, 4.459, 5.678)
C (0.041, 5.792, 6.037)
C (1.745, 3.647, 7.770)
C (1.585, 4.720, 8.857)
H (4.506, 3.402, 6.193)
H (5.189, 5.034, 6.287)
H (4.431, 4.316, 7.704)
H (3.076, 5.155, 5.084)
H (2.914, 5.978, 6.627)
H (-0.010, 3.647, 5.789)
H (0.955, 4.462, 4.614)
H (-0.450, 5.761, 7.010)
H (-0.724, 6.017, 5.292)
H (0.754, 6.620, 6.042)
H (2.599, 3.018, 8.037)
H (0.877, 2.984, 7.778)
H (2.359, 5.486, 8.780)
H (1.677, 4.260, 9.844)
H (0.617, 5.216, 8.811)
C (1.530, 0.246, -6.342)
C (1.009, -0.883, -5.466)
N (-0.269, -0.583, -4.850)
C (-0.605, -1.475, -3.750)
C (-0.777, -2.963, -4.072)
C (-1.349, -0.256, -5.764)
C (-1.714, -1.283, -6.844)
H (1.533, 1.186, -5.788)
H (2.551, 0.027, -6.658)
H (0.929, 0.380, -7.243)
H (1.717, -1.053, -4.651)
H (0.997, -1.815, -6.056)
H (-1.513, -1.095, -3.278)
H (0.180, -1.371, -2.996)
H (-1.692, -3.161, -4.631)
H (-0.834, -3.531, -3.141)
H (0.067, -3.357, -4.641)
H (-1.100, 0.687, -6.259)
H (-2.231, -0.046, -5.153)
H (-0.829, -1.633, -7.378)
H (-2.380, -0.823, -7.578)
H (-2.225, -2.153, -6.433)
C (-5.965, -1.324, -5.011)
C (-6.285, -2.454, -4.044)
N (-5.098, -3.143, -3.575)
C (-5.373, -4.406, -2.916)
C (-6.171, -4.379, -1.608)
C (-4.092, -2.296, -2.945)
C (-4.505, -1.450, -1.739)
H (-5.325, -1.684, -5.820)
H (-6.886, -0.932, -5.445)
H (-5.456, -0.496, -4.517)
H (-6.901, -3.199, -4.557)
H (-6.906, -2.053, -3.226)
H (-4.414, -4.900, -2.740)
H (-5.912, -5.031, -3.637)
H (-5.589, -3.972, -0.782)
H (-6.464, -5.395, -1.336)
H (-7.083, -3.787, -1.705)
H (-3.693, -1.631, -3.715)
H (-3.258, -2.940, -2.659)
H (-5.431, -0.900, -1.922)
H (-3.725, -0.720, -1.519)
H (-4.638, -2.048, -0.839)

Atom charges from the Löwdin analysis, given in e for atoms 1 to 5:
1. C -0.05
2. C -0.48
3. N 0.11
4. C -0.11
5. B -0.70

***

Computed molecular weight (g mol⁻¹) in order:
184.23 415.75 770.67
Computed E (eV) in order:
-24477.211 -21674.566 -90903.277